1.
{"formula": "C7H21N3P", "method": "ωB97M-V with the def2-TZVPD basis set", "mol_weight_g_mol": 178.24, "lumo_ev": -3.2, "largest_force_ev_per_a": 3.58, "relative_energy_kcal_mol": 11.6, "energy_ev": -21348.92374, "total_charge": 1, "homo_ev": -11.68, "homo_lumo_gap_ev": 8.47, "elements": ["C", "C", "C", "C", "C", "C", "C", "N", "N", "N", "P", "H", "H", "H", "H", "H", "H", "H", "H", "H", "H", "H", "H", "H", "H", "H", "H", "H", "H", "H", "H", "H"], "positions_angstrom": [[0.2611, -0.4167, -2.6459], [-2.0542, -0.6801, -2.4674], [-2.6648, 0.4608, 0.4246], [-1.6164, -1.2465, 1.7966], [3.2473, 0.5841, 1.9014], [2.7668, 1.3869, -0.3626], [-0.7660, -0.7698, -0.4663], [-0.8677, -0.6805, -1.7388], [-1.8146, -0.7474, 0.3895], [2.2932, 0.8339, 0.9097], [1.1065, -1.1933, -0.0181], [0.8431, -1.3093, -3.0654], [-0.2699, 0.1958, -3.4399], [0.9227, 0.3451, -2.2784], [-2.8470, -0.9878, -1.8883], [-2.3636, 0.3832, -2.6932], [-1.9687, -1.3153, -3.3361], [-3.0607, 0.6808, -0.5308], [-3.5026, 0.3132, 1.1914], [-2.1453, 1.2620, 0.7870], [-1.1608, -2.3306, 1.6606], [-0.9682, -0.5082, 2.2887], [-2.5328, -1.3738, 2.3249], [4.0950, 0.0903, 1.4599], [3.7203, 1.4606, 2.3510], [2.8010, -0.1341, 2.6721], [2.9381, 2.4860, -0.5349], [3.7454, 0.8270, -0.4136], [2.0607, 1.0017, -1.1266], [1.5694, 1.4818, 1.1395], [0.8119, -1.6006, 1.3234], [0.7828, -2.4493, -0.5490]], "forces_ev_per_angstrom": [[-0.279, 0.667, -1.955], [-1.727, 2.024, -1.240], [-2.257, -2.401, 0.815], [2.180, -1.945, -2.017], [0.537, -0.908, 2.123], [1.582, -1.424, -0.301], [2.150, -1.350, 2.529], [1.495, 0.601, -1.207], [-0.380, 0.288, 0.951], [-1.559, 2.181, -1.675], [-1.373, -0.365, 0.288], [-1.187, 1.149, 0.729], [1.004, -1.247, 0.203], [0.410, -0.260, 0.582], [-1.720, -1.267, 1.386], [0.533, -1.004, -0.504], [0.004, 0.137, -0.346], [-0.578, 0.286, -0.846], [0.995, -0.090, -1.424], [1.684, 2.249, 0.819], [-0.657, 2.420, 0.778], [-0.037, -0.646, 0.340], [-0.836, 0.205, 0.002], [0.282, -0.643, -0.334], [-0.397, 0.143, 0.436], [0.760, 1.165, -0.710], [-0.253, -0.943, 0.780], [-0.740, 0.897, -1.106], [0.802, 0.453, 0.192], [-0.594, 0.183, 1.294], [0.384, 0.216, -0.562], [-0.229, -0.770, -0.018]]}

=====

2.
{"formula": "C4H3FOS", "method": "ωB97M-V with the def2-TZVPD basis set", "mol_weight_g_mol": 118.13, "lumo_ev": -2.2, "largest_force_ev_per_a": 8.29, "relative_energy_kcal_mol": 67.4, "smiles": "O=CC(=S)/C=C/F", "energy_ev": -19792.38454, "homo_ev": -9.38, "homo_lumo_gap_ev": 7.16, "elements": ["C", "C", "C", "C", "H", "H", "H", "O", "F", "S"], "positions_angstrom": [[-1.6787, 0.4391, -0.6207], [-0.6179, 0.3590, 0.3681], [0.7479, 0.0833, 0.0949], [1.4666, -0.5013, 1.2685], [-1.4715, 0.1185, -1.7227], [-1.0403, 0.8030, 1.3842], [2.7222, -0.2447, 1.2768], [0.7188, -1.2226, 2.1223], [-2.8291, 0.9347, -0.0185], [1.2496, -0.0993, -1.5259]], "forces_ev_per_angstrom": [[3.589, -0.062, 3.599], [-5.347, 2.617, -1.089], [-0.377, -1.665, -2.292], [-0.871, -2.708, 3.881], [-1.498, 0.825, 2.015], [1.449, -1.426, -1.959], [-3.552, -1.218, 0.471], [5.148, 4.321, -4.846], [1.222, -1.046, -2.331], [0.235, 0.362, 2.549]]}

=====

3.
{"formula": "C2H5CsO", "method": "ωB97M-V with the def2-TZVPD basis set", "mol_weight_g_mol": 177.97, "lumo_ev": -0.8, "largest_force_ev_per_a": 2.01, "relative_energy_kcal_mol": 8.2, "energy_ev": -4748.70405, "homo_ev": -6.19, "homo_lumo_gap_ev": 5.43, "elements": ["Cs", "C", "C", "O", "H", "H", "H", "H", "H"], "positions_angstrom": [[0.9656, 0.1277, 3.0966], [-0.4472, -0.6846, -0.2870], [0.1824, 0.6667, -0.5405], [1.4119, 0.8114, 0.1238], [-0.3603, -1.0086, 0.7501], [0.0752, -1.4754, -0.8252], [-1.5126, -0.7080, -0.5161], [-0.5591, 1.3870, -0.1948], [0.2441, 0.8838, -1.6068]], "forces_ev_per_angstrom": [[0.230, 0.304, -1.102], [-0.058, -0.800, -0.387], [1.331, 0.336, 1.467], [-0.985, -0.339, 0.393], [0.006, 0.273, 0.382], [-0.061, -0.060, -0.261], [-0.149, -0.104, -0.276], [-0.449, 0.673, 0.317], [0.136, -0.284, -0.533]]}